(1)
Computed, not measured: C23H17BrClN5O9SSc as an isolated structure in a non-equilibrium geometry, with ωB97M-V/def2-TZVPD.

Computed properties:
- 2S+1: 1
- Max |F|: 1.845 eV/A
- Lowest unoccupied orbital energy: 2.0 eV
- HOMO energy: -6.1 eV
- Net charge: -1
- Energy relative to the best compared isomer or geometry (same formula, charge and spin): 21.0 kcal/mol
- Frontier orbital gap: 8.150 eV

CARTESIAN COORDINATES (ANGSTROEM)
Sc: 0.4556 0.3236 0.1585
O: -0.4274 1.4764 -4.0552
C: -0.2566 1.3575 -2.7452
O: -0.0170 0.2907 -2.2098
C: -0.5778 2.5655 -1.9332
C: -1.1592 3.7293 -2.3959
C: -1.4561 4.7158 -1.4616
C: -1.1839 4.4995 -0.1212
C: -0.6047 3.2926 0.2466
N: -0.2937 2.3736 -0.6519
C: -0.3220 2.8524 1.6927
O: -0.6118 3.6148 2.6004
O: 0.1887 1.6860 1.7614
H: -0.1619 0.6344 -4.4517
H: -1.3758 3.8508 -3.4473
H: -1.9126 5.6435 -1.7829
H: -1.4170 5.2267 0.6435
C: 2.1166 -3.8491 3.6899
C: 2.4831 -2.4320 3.3515
C: 3.6663 -1.8466 3.7760
C: 3.9459 -0.5368 3.4324
C: 3.0384 0.1392 2.6299
Br: 3.4025 1.9657 2.2876
N: 1.9123 -0.4063 2.1860
C: 1.6362 -1.6551 2.5755
H: 2.7042 -4.2180 4.5297
H: 2.2950 -4.4998 2.8314
H: 1.0578 -3.9230 3.9379
H: 4.3581 -2.3997 4.4004
H: 4.8331 -0.0321 3.7840
H: 0.6817 -2.0442 2.2399
C: 4.4383 1.7860 -1.5610
S: 2.7896 1.1596 -1.8717
O: 2.1277 2.2658 -2.5558
O: 2.9247 -0.0449 -2.6455
O: 2.2348 0.9294 -0.5023
H: 4.9708 1.7841 -2.5074
H: 4.9166 1.1300 -0.8371
H: 4.3344 2.7946 -1.1681
Cl: -7.5414 -1.6220 -2.1681
C: -6.0262 -1.3654 -1.3502
C: -5.5718 -2.3103 -0.4454
C: -4.3542 -2.1091 0.1849
C: -3.5967 -0.9786 -0.0885
C: -4.0785 -0.0355 -0.9895
C: -5.2956 -0.2204 -1.6249
C: -2.2352 -0.8065 0.5469
O: -1.8741 -1.5582 1.4463
O: -1.5294 0.1495 0.0559
H: -6.1647 -3.1922 -0.2436
H: -3.9629 -2.8285 0.8924
H: -3.4802 0.8444 -1.1857
H: -5.6765 0.5099 -2.3258
N: 0.8614 -1.7248 -0.1443
C: 0.8284 -2.7704 -0.6814
N: 0.7220 -3.9192 -1.1661
C: 1.3641 -4.7313 -1.9477
N: 1.8765 -5.5312 -2.6153


(2)
Computed, not measured: one molecule with the formula C23H17Cl2N3O3 in a non-equilibrium geometry, with ωB97M-V/def2-TZVPD.

Computed properties:
- 2S+1: 1
- SMILES: COc1cc(/C=C(\C#N)c2ccccn2)ccc1OCC(=O)Nc1c(Cl)cccc1Cl
- Max |F|: 1.333 eV/A
- Lowest unoccupied orbital energy: -0.6 eV
- HOMO energy: -8.2 eV
- Net charge: 0
- Energy relative to the best compared isomer or geometry (same formula, charge and spin): 0.0 kcal/mol
- Frontier orbital gap: 7.557 eV

CARTESIAN COORDINATES (ANGSTROEM)
C: -1.3494 -3.9938 -0.1504
H: -2.1212 -4.7499 -0.2851
O: -2.0168 -2.8731 0.3788
C: -1.2942 -1.7482 0.6768
C: 0.0723 -1.6571 0.4806
C: 0.8014 -0.5057 0.8009
C: 0.1301 0.5487 1.4203
C: -1.2258 0.4652 1.6320
C: -1.9752 -0.6384 1.2243
O: -3.3065 -0.5139 1.4546
C: -4.2827 -1.3044 0.8055
C: -5.3240 -0.4483 0.0901
O: -6.4942 -0.7524 0.0873
N: -4.8997 0.6804 -0.5431
C: -3.6081 1.1933 -0.7201
C: -3.2797 2.4533 -0.2091
C: -2.0291 3.0123 -0.4020
C: -1.0723 2.3158 -1.1191
C: -1.3723 1.0776 -1.6559
C: -2.6318 0.5309 -1.4680
Cl: -3.0097 -0.9793 -2.2137
H: -0.6396 0.5348 -2.2311
H: -0.0903 2.7404 -1.2519
H: -1.8058 3.9820 0.0122
Cl: -4.4794 3.3123 0.6869
H: -5.6557 1.3090 -0.7936
H: -3.8524 -2.0013 0.0859
H: -4.8219 -1.8828 1.5649
H: -1.7592 1.2714 2.1086
H: 0.6688 1.4216 1.7492
C: 2.2106 -0.4837 0.5034
C: 2.9884 0.6009 0.2624
C: 2.4610 1.9042 0.1634
N: 2.0559 2.9692 0.0137
C: 4.4258 0.4527 0.0010
N: 4.9063 -0.7908 0.0008
C: 6.1913 -0.9742 -0.2204
C: 7.0852 0.0612 -0.4558
C: 6.5922 1.3571 -0.4578
C: 5.2440 1.5623 -0.2272
H: 4.8258 2.5574 -0.2205
H: 7.2488 2.1963 -0.6362
H: 8.1299 -0.1415 -0.6311
H: 6.5205 -2.0056 -0.2082
H: 2.7139 -1.4400 0.4330
H: 0.6060 -2.4855 0.0429
H: -0.5892 -4.3717 0.5396
H: -0.8921 -3.7684 -1.1187


(3)
Computed, not measured: one molecule with the formula C23H17Cl2NO3 in a non-equilibrium geometry, with ωB97M-V/def2-TZVPD.

Computed properties:
- 2S+1: 1
- SMILES: O=C(OCc1ccccc1)/C(=C/c1ccc(Cl)cc1)NC(=O)c1ccccc1Cl
- Max |F|: 16.500 eV/A
- Lowest unoccupied orbital energy: -1.1 eV
- HOMO energy: -8.3 eV
- Net charge: 0
- Frontier orbital gap: 7.151 eV

CARTESIAN COORDINATES (ANGSTROEM)
O: -0.9579 -1.5726 -1.6644
C: -0.2327 -1.8323 -0.7531
O: -0.5299 -2.6682 0.1109
C: -1.9128 -3.4226 -0.0625
C: -3.0581 -2.5940 0.0895
C: -3.2973 -1.9921 1.5744
C: -4.3045 -1.0840 1.9452
C: -5.0591 -0.4935 0.6346
C: -4.9377 -0.9980 -0.6157
C: -3.8692 -2.0148 -0.7886
H: -3.8311 -2.1459 -1.7638
H: -5.6217 -0.5754 -1.4253
H: -5.7690 0.0531 0.8414
H: -4.3042 -0.4660 2.8119
H: -2.5967 -2.2548 2.1855
H: -2.1098 -3.8072 -0.9330
H: -1.9284 -4.3779 0.7322
C: 0.8891 -1.1976 -0.3664
C: 2.1868 -1.7136 -0.5143
C: 3.3837 -1.2126 -0.1418
C: 3.6083 -0.1784 0.4947
C: 4.8112 0.4300 0.9006
C: 5.9802 -0.1244 0.1111
C: 5.7139 -1.2831 -0.5971
C: 4.4992 -1.6696 -1.1574
H: 4.4211 -2.6700 -1.5672
H: 6.6192 -1.9676 -1.2922
Cl: 7.6164 0.5658 0.2090
H: 5.0286 1.1318 1.5182
H: 2.8795 0.2045 1.2358
H: 2.0506 -2.7694 -0.7058
N: 0.7761 0.2128 -0.4692
C: -0.3304 0.8446 0.1124
O: -1.2821 0.0032 0.5221
C: -0.4392 2.2237 -0.0106
C: 0.7390 3.2747 0.3566
C: 0.6613 4.4576 0.0810
C: -0.5383 5.0889 0.1097
C: -1.6612 4.3543 -0.4738
C: -1.7010 3.0535 -0.3170
Cl: -2.8904 1.9222 -0.6829
H: -2.6984 4.8527 -0.5700
H: -0.6874 6.1028 -0.1827
H: 1.4469 4.9015 0.5486
H: 1.5009 2.6601 0.5910
H: 1.7365 0.7481 -0.6615


(4)
Computed, not measured: C23H17ClIN7O2S2SeTi as an isolated structure, with ωB97M-V/def2-TZVPD.

Computed properties:
- 2S+1: 2
- Max |F|: 0.928 eV/A
- Lowest unoccupied orbital energy (alpha / beta): 2.0 / 2.0 eV
- HOMO energy (alpha / beta): -4.5 / -4.5 eV
- Net charge: -1
- Energy relative to the best compared isomer or geometry (same formula, charge and spin): 22.4 kcal/mol
- Frontier orbital gap (alpha / beta): 6.433 / 6.444 eV
- ⟨S²⟩: 0.755

CARTESIAN COORDINATES (ANGSTROEM)
Ti: -0.2237 -0.2186 0.3573
C: -3.1611 1.6824 3.0025
C: -2.0492 1.4260 2.0385
N: -1.1370 0.5290 2.2067
N: -1.2431 -0.2482 3.3309
C: -0.0922 -0.6997 3.8207
N: -0.2510 -1.6872 4.7550
S: 1.4860 -0.2040 3.4335
C: -1.9736 2.2051 0.7842
C: -2.7779 3.3193 0.5597
C: -2.6439 4.0142 -0.6297
C: -1.7236 3.5782 -1.5727
C: -0.9741 2.4497 -1.2849
N: -1.0857 1.7929 -0.1368
H: -2.9812 1.1378 3.9255
H: -3.2647 2.7450 3.2253
H: -4.1014 1.3352 2.5659
H: -1.1848 -1.8471 5.0926
H: 0.5303 -1.8771 5.3550
H: -3.5063 3.6211 1.2950
H: -3.2699 4.8738 -0.8259
H: -1.6099 4.0667 -2.5283
H: -0.2656 2.0456 -2.0017
Cl: 4.8323 1.7396 -4.0353
C: 3.4603 0.9668 -3.2790
C: 2.7460 0.0319 -3.9645
C: 1.6258 -0.5988 -3.3832
I: 0.6063 -2.0473 -4.4458
C: 1.2035 -0.2914 -2.1035
O: 0.1738 -0.8187 -1.5179
C: 1.9897 0.6829 -1.3876
N: 1.5910 0.9380 -0.1074
C: 2.2445 1.8150 0.6240
C: 3.3738 2.5021 0.1282
C: 3.7970 2.2511 -1.1450
C: 3.1027 1.3179 -1.9508
H: 3.0368 -0.2349 -4.9714
H: 1.8816 1.9539 1.6348
H: 3.8851 3.2049 0.7684
H: 4.6619 2.7554 -1.5529
O: -0.3877 -2.0346 1.0351
N: -0.0089 -3.1416 0.3756
C: -1.0025 -4.0013 0.0663
C: -0.7300 -5.2026 -0.5159
C: 0.6187 -5.5111 -0.7755
C: 1.5964 -4.6148 -0.4715
C: 1.3177 -3.3389 0.0983
S: 2.4594 -2.1560 0.4030
H: -1.9866 -3.6372 0.3209
H: -1.5395 -5.8708 -0.7643
H: 0.8842 -6.4585 -1.2248
H: 2.6367 -4.8253 -0.6734
Se: -2.8687 -0.9303 -0.3486
C: -3.6211 0.3528 -1.4584
N: -4.0768 1.1616 -2.1461


(5)
Computed, not measured: an isolated ion of composition C23H17F6N2 and charge +1 in a non-equilibrium geometry, with ωB97M-V/def2-TZVPD.

Computed properties:
- 2S+1: 1
- SMILES: Cn1c[n+](C(c2ccc(C(F)(F)F)cc2)c2ccc(C(F)(F)F)cc2)c2ccccc21
- Max |F|: 1.542 eV/A
- Lowest unoccupied orbital energy: -3.5 eV
- HOMO energy: -12.8 eV
- Net charge: +1
- Energy relative to the best compared isomer or geometry (same formula, charge and spin): 0.0 kcal/mol
- Frontier orbital gap: 9.314 eV

CARTESIAN COORDINATES (ANGSTROEM)
F: 4.1576 1.5311 -4.1918
C: 3.4842 2.5671 -3.6126
F: 4.4049 3.2994 -2.9097
F: 3.0354 3.3729 -4.6298
C: 2.3526 2.1076 -2.7331
C: 1.8206 3.0093 -1.8214
C: 0.8212 2.5762 -0.9580
C: 0.3669 1.2535 -0.9886
C: -0.6397 0.8160 0.0671
C: -1.8976 0.1251 -0.4264
C: -2.0715 -0.3229 -1.7369
C: -3.1277 -1.1796 -2.0421
C: -4.0550 -1.4915 -1.0602
C: -5.1238 -2.4992 -1.3740
F: -5.8255 -2.8855 -0.2695
F: -6.0327 -2.0016 -2.2742
F: -4.5960 -3.6357 -1.9309
C: -4.0133 -0.8819 0.1926
C: -2.9098 -0.1005 0.5156
C: 0.9010 0.3699 -1.9274
C: 1.8557 0.8152 -2.8502
H: 2.1941 4.0274 -1.7632
H: 0.4189 3.2653 -0.2098
H: -0.9572 1.7268 0.5954
H: -1.3720 -0.0528 -2.5255
H: -3.2088 -1.6083 -3.0380
H: -4.8074 -1.0510 0.9116
H: -2.8272 0.3106 1.5244
H: 0.5750 -0.6728 -1.9685
H: 2.2220 0.1533 -3.6280
C: 0.3158 -3.0652 2.9558
N: 0.4422 -1.7706 2.3121
C: -0.3819 -1.2937 1.3743
N: -0.0025 -0.0472 1.0360
C: 1.1474 0.2906 1.7968
C: 1.4238 -0.8030 2.5866
C: 2.4392 -0.8206 3.5330
C: 3.2150 0.3452 3.6419
C: 2.9395 1.4648 2.8393
C: 1.8838 1.4599 1.9097
H: 1.1026 -3.1626 3.7055
H: -0.6645 -3.1586 3.4418
H: 0.4076 -3.8726 2.2180
H: -1.2197 -1.8588 0.9626
H: 2.5731 -1.7090 4.1476
H: 4.0306 0.3862 4.3637
H: 3.5595 2.3536 2.9494
H: 1.6437 2.3187 1.2890